{
  "formula": "C29H42BO7Ru",
  "method": "ωB97M-V/def2-TZVPD",
  "molar_mass_g_mol": 614.530,
  "energy_ev": -48343.362,
  "total_charge": -1,
  "e_above_lowest_kj_mol": 0.0,
  "homo_ev": [-1.341, -3.316],
  "homo_lumo_gap_ev": [3.31, 5.29],
  "s2": 6.033,
  "spin_multiplicity": 5,
  "elements": ["C", "C", "C", "C", "H", "H", "C", "H", "H", "C", "H", "H", "C", "C", "C", "O", "O", "O", "O", "C", "H", "H", "H", "C", "H", "H", "H", "O", "H", "H", "C", "C", "H", "H", "H", "H", "H", "H", "Ru", "C", "C", "C", "H", "C", "C", "H", "H", "H", "H", "C", "C", "C", "H", "C", "C", "H", "H", "H", "H", "C", "C", "C", "O", "B", "O", "C", "C", "C", "H", "H", "H", "H", "H", "H", "H", "H", "H", "H", "H", "H"],
  "xyz": [[0.182, -0.296, -7.718], [-0.216, -0.842, -6.335], [0.091, 1.236, -7.499], [-1.057, 1.449, -6.511], [-0.058, 1.753, -8.441], [1.038, 1.567, -7.081], [-1.347, 0.071, -5.877], [0.651, -0.748, -5.684], [-0.497, -1.892, -6.347], [-1.444, 0.359, -4.379], [-2.298, -0.306, -6.248], [-1.935, 1.784, -7.054], [-0.850, 2.395, -5.304], [1.611, -0.616, -8.107], [-0.847, -0.731, -8.768], [-1.308, 0.030, -9.582], [2.490, -0.959, -7.352], [1.801, -0.381, -9.423], [-1.346, -1.991, -8.732], [-0.668, -3.134, -9.262], [-0.344, -3.833, -8.497], [0.186, -2.822, -9.858], [-1.389, -3.627, -9.906], [3.026, -0.888, -9.979], [3.882, -0.476, -9.451], [3.029, -0.570, -11.015], [3.058, -1.973, -9.912], [-1.626, 1.764, -4.261], [-0.534, 0.035, -3.859], [-2.292, -0.120, -3.896], [-1.457, 3.763, -5.534], [0.595, 2.528, -4.839], [1.186, 3.123, -5.533], [1.090, 1.565, -4.723], [0.608, 3.030, -3.874], [-1.267, 4.421, -4.688], [-2.533, 3.681, -5.668], [-1.032, 4.223, -6.425], [0.000, 0.000, 0.000], [-1.865, -0.068, 1.420], [-2.341, 0.144, 0.107], [-2.040, -0.999, -0.663], [-2.796, 1.045, -0.260], [-1.389, -1.924, 0.173], [-1.289, -1.354, 1.460], [-0.825, -1.808, 2.319], [-1.937, 0.623, 2.243], [-2.239, -1.122, -1.715], [-1.007, -2.886, -0.125], [2.210, 0.726, 0.519], [1.822, -0.232, 1.477], [1.650, -1.463, 0.806], [1.687, -0.058, 2.532], [1.896, -1.257, -0.570], [2.258, 0.097, -0.738], [2.456, 0.586, -1.674], [2.367, 1.775, 0.699], [1.363, -2.395, 1.259], [1.842, -2.003, -1.346], [1.145, 4.912, 3.440], [1.158, 3.417, 3.061], [2.635, 2.943, 3.197], [0.734, 3.236, 1.713], [0.053, 1.925, 1.784], [-0.105, 1.444, 3.172], [0.171, 2.565, 3.944], [0.755, 2.103, 5.299], [-1.179, 3.272, 4.239], [1.442, 5.042, 4.505], [0.143, 5.360, 3.291], [1.858, 5.479, 2.806], [3.290, 3.500, 2.496], [3.021, 3.120, 4.225], [2.750, 1.866, 2.993], [1.014, 2.970, 5.942], [0.015, 1.472, 5.840], [1.654, 1.467, 5.161], [-1.672, 3.611, 3.304], [-1.872, 2.570, 4.753], [-1.034, 4.145, 4.910]]
}

=====

{
  "formula": "C44H58Ge2N8O2PdSb",
  "method": "ωB97M-V/def2-TZVPD",
  "molar_mass_g_mol": 1104.402,
  "energy_ev": -185633.933,
  "e_above_lowest_kj_mol": 0.0,
  "homo_ev": [-6.122, -7.667],
  "homo_lumo_gap_ev": [6.08, 7.62],
  "s2": 0.755,
  "spin_multiplicity": 2,
  "elements": ["Pd", "C", "N", "C", "N", "C", "N", "C", "C", "C", "C", "C", "C", "C", "N", "N", "C", "O", "C", "C", "C", "C", "C", "C", "N", "C", "N", "C", "N", "C", "H", "H", "H", "H", "H", "H", "H", "H", "H", "H", "H", "H", "H", "H", "H", "H", "C", "Ge", "C", "C", "Ge", "C", "C", "C", "C", "C", "C", "C", "C", "C", "C", "C", "C", "H", "H", "H", "H", "H", "H", "H", "H", "H", "H", "H", "H", "H", "H", "H", "H", "H", "H", "H", "O", "H", "H", "C", "C", "C", "Sb", "C", "C", "C", "C", "C", "C", "H", "H", "H", "H", "H", "H", "H", "H", "H", "H", "H", "H", "H", "H", "H", "H", "H", "H", "H", "H", "H"],
  "xyz": [[0.813, -0.546, -0.660], [1.692, 1.193, 4.858], [1.905, 0.325, 3.706], [1.284, 0.340, 2.521], [1.824, -0.557, 1.719], [2.802, -1.107, 2.498], [2.887, -0.607, 3.712], [0.238, 1.557, 5.031], [-0.127, 2.835, 5.429], [-1.464, 3.149, 5.645], [-2.450, 2.194, 5.459], [-2.088, 0.915, 5.047], [-0.751, 0.601, 4.839], [-3.102, -0.127, 4.870], [-4.324, -0.156, 5.271], [-4.821, -1.422, 4.935], [-3.858, -2.048, 4.357], [-2.739, -1.289, 4.274], [-3.796, -3.432, 3.877], [-4.586, -4.400, 4.483], [-4.441, -5.728, 4.107], [-3.530, -6.078, 3.123], [-2.770, -5.104, 2.479], [-1.833, -5.552, 1.376], [-1.187, -4.470, 0.653], [-0.133, -3.704, 0.977], [0.064, -2.789, 0.050], [-0.939, -3.054, -0.847], [-1.718, -4.058, -0.520], [-2.899, -3.781, 2.865], [2.297, 2.092, 4.749], [2.058, 0.647, 5.721], [0.454, 0.996, 2.284], [3.469, -1.889, 2.160], [0.638, 3.591, 5.581], [-1.736, 4.152, 5.954], [-3.497, 2.420, 5.625], [-0.487, -0.401, 4.527], [-5.289, -4.103, 5.253], [-5.033, -6.496, 4.593], [-3.416, -7.121, 2.838], [-2.395, -6.097, 0.626], [-1.075, -6.221, 1.779], [0.458, -3.851, 1.871], [-1.079, -2.495, -1.756], [-2.314, -2.999, 2.391], [3.231, 4.042, -0.581], [1.558, 3.731, 0.413], [0.604, 5.449, 0.536], [2.185, 3.418, 2.262], [0.346, 1.802, -0.520], [-0.566, 2.603, -2.108], [-1.606, 1.899, -2.724], [-2.198, 2.352, -3.897], [-1.760, 3.533, -4.488], [-0.745, 4.263, -3.885], [-0.155, 3.799, -2.710], [-1.278, 1.679, 0.697], [-1.711, 2.690, 1.563], [-2.900, 2.581, 2.284], [-3.688, 1.443, 2.172], [-3.275, 0.408, 1.341], [-2.089, 0.529, 0.620], [3.831, 4.798, -0.064], [3.053, 4.378, -1.605], [3.810, 3.116, -0.621], [1.333, 6.225, 0.799], [-0.156, 5.413, 1.320], [0.117, 5.727, -0.402], [2.742, 4.302, 2.591], [2.855, 2.553, 2.312], [1.341, 3.263, 2.946], [-1.959, 0.980, -2.271], [-3.001, 1.784, -4.354], [-2.206, 3.882, -5.411], [-0.406, 5.191, -4.330], [0.646, 4.380, -2.262], [-1.118, 3.592, 1.672], [-3.219, 3.395, 2.925], [-4.619, 1.365, 2.725], [-3.884, -0.485, 1.243], [-1.790, -0.277, -0.032], [3.885, -0.353, -0.632], [3.461, 0.472, -0.379], [3.335, -1.014, -0.199], [1.756, 0.838, -5.624], [1.847, 0.881, -4.095], [3.091, 1.628, -3.612], [1.691, -1.013, -3.053], [0.323, -2.164, -4.316], [-1.002, -1.416, -4.419], [0.844, -2.588, -5.694], [3.609, -1.949, -3.452], [4.188, -1.696, -4.848], [3.496, -3.445, -3.146], [1.876, 1.854, -6.024], [0.784, 0.473, -5.963], [2.533, 0.213, -6.075], [0.977, 1.408, -3.714], [4.019, 1.166, -3.963], [3.134, 1.675, -2.520], [3.072, 2.658, -3.988], [0.165, -3.071, -3.723], [-0.916, -0.533, -5.058], [-1.357, -1.066, -3.446], [-1.778, -2.064, -4.847], [1.041, -1.725, -6.336], [0.099, -3.215, -6.201], [1.763, -3.171, -5.621], [4.255, -1.485, -2.710], [3.568, -2.124, -5.640], [5.181, -2.160, -4.923], [4.311, -0.633, -5.056], [2.837, -3.958, -3.856], [3.102, -3.626, -2.139], [4.480, -3.923, -3.210]]
}

=====

{
  "formula": "C4H8O2",
  "method": "ωB97M-V/def2-TZVPD",
  "molar_mass_g_mol": 88.106,
  "energy_ev": -8369.571,
  "e_above_lowest_kj_mol": 358.0,
  "homo_ev": -8.940,
  "homo_lumo_gap_ev": 9.63,
  "elements": ["C", "C", "C", "O", "C", "O", "H", "H", "H", "H", "H", "H", "H", "H"],
  "xyz": [[-0.860, 1.465, 0.632], [0.358, 0.586, 0.484], [-0.165, -1.199, -0.273], [0.737, -2.189, -0.739], [0.935, 0.435, -0.819], [0.442, 0.919, -1.827], [-0.629, 2.540, 0.536], [-1.342, 1.335, 1.607], [-1.539, 1.242, -0.191], [1.034, 0.606, 1.358], [-0.618, -1.479, 0.655], [-0.888, -0.965, -1.069], [0.235, -3.024, -0.781], [1.846, -0.191, -0.793]]
}

=====

{
  "formula": "C5H15N2",
  "method": "ωB97M-V/def2-TZVPD",
  "molar_mass_g_mol": 103.189,
  "energy_ev": -8401.929,
  "total_charge": 1,
  "smiles": "CCC[C@H]([NH3+])CN",
  "e_above_lowest_kj_mol": 72.1,
  "homo_ev": -14.203,
  "homo_lumo_gap_ev": 10.95,
  "elements": ["C", "C", "C", "C", "N", "C", "N", "H", "H", "H", "H", "H", "H", "H", "H", "H", "H", "H", "H", "H", "H", "H"],
  "xyz": [[-0.406, -0.255, -2.695], [0.264, -1.078, -1.590], [-0.475, -1.096, -0.246], [0.156, -0.265, 0.927], [-0.991, 0.051, 1.835], [0.914, 1.035, 0.595], [0.998, 1.768, 1.888], [-0.444, 0.788, -2.389], [-1.441, -0.586, -2.846], [0.041, -0.472, -3.667], [0.324, -2.118, -1.931], [1.329, -0.875, -1.417], [-1.568, -0.987, -0.316], [-0.502, -2.125, 0.163], [0.786, -0.952, 1.483], [-0.638, 0.614, 2.624], [-1.703, 0.535, 1.285], [-1.481, -0.772, 2.189], [1.920, 0.739, 0.291], [0.388, 1.530, -0.209], [1.921, 1.830, 2.285], [0.608, 2.692, 1.742]]
}

=====

{
  "formula": "C20H28BrClLaN2O2",
  "method": "ωB97M-V/def2-TZVPD",
  "molar_mass_g_mol": 582.719,
  "energy_ev": -111697.517,
  "total_charge": -1,
  "e_above_lowest_kj_mol": 0.0,
  "homo_ev": [-0.560, -0.227],
  "homo_lumo_gap_ev": [3.16, 2.85],
  "elements": ["La", "Cl", "N", "N", "C", "C", "C", "C", "C", "C", "H", "H", "H", "H", "H", "H", "C", "C", "C", "C", "H", "H", "H", "H", "H", "H", "O", "H", "H", "O", "H", "H", "C", "C", "C", "H", "H", "C", "C", "H", "C", "C", "C", "C", "H", "C", "H", "H", "H", "H", "H", "H", "H", "H", "Br"],
  "xyz": [[-0.028, 0.018, -0.077], [2.220, -0.179, -1.458], [0.191, 2.512, -0.298], [-0.125, -2.463, 0.273], [-0.952, 3.138, -0.479], [-0.986, -3.181, -0.418], [1.143, 3.430, 0.358], [0.316, 4.706, 0.524], [2.351, 3.649, -0.539], [1.582, 2.840, 1.690], [2.043, 4.145, -1.469], [2.835, 2.694, -0.784], [3.065, 4.298, -0.016], [0.708, 2.558, 2.290], [2.175, 3.589, 2.225], [2.201, 1.945, 1.533], [0.770, -3.381, 1.012], [0.406, -4.743, 0.418], [0.434, -3.304, 2.495], [2.228, -3.020, 0.782], [2.448, -2.990, -0.290], [2.857, -3.777, 1.264], [2.473, -2.037, 1.208], [-0.592, -3.658, 2.662], [0.508, -2.271, 2.862], [1.127, -3.944, 3.056], [-0.786, -4.486, -0.418], [0.123, -5.497, 1.162], [1.184, -5.143, -0.245], [-1.008, 4.384, -0.053], [0.708, 5.563, -0.037], [0.154, 4.989, 1.572], [-2.163, 2.496, -1.099], [-2.138, -2.597, -1.183], [-1.791, -1.279, -1.855], [-2.935, -2.422, -0.444], [-2.494, -3.349, -1.895], [-2.068, -0.052, -1.194], [-1.827, 1.198, -1.822], [-2.224, -0.066, -0.041], [-1.197, 1.214, -3.076], [-0.863, -0.002, -3.682], [-0.840, 2.513, -3.743], [-1.146, -1.243, -3.100], [-0.350, 0.018, -4.644], [-0.728, -2.519, -3.780], [-0.412, -2.311, -4.807], [-1.538, -3.258, -3.816], [0.124, -2.988, -3.265], [-1.649, 3.252, -3.689], [-0.611, 2.340, -4.801], [0.055, 2.967, -3.292], [-2.626, 3.229, -1.770], [-2.869, 2.295, -0.278], [-1.235, 0.420, 2.450]]
}

=====

{
  "formula": "C2H5InO9P2",
  "method": "ωB97M-V/def2-TZVPD",
  "molar_mass_g_mol": 349.819,
  "energy_ev": -44329.604,
  "total_charge": -3,
  "homo_ev": [1.647, 1.803],
  "homo_lumo_gap_ev": [5.41, 4.00],
  "s2": 1.768,
  "spin_multiplicity": 2,
  "elements": ["In", "C", "C", "O", "H", "H", "H", "H", "H", "P", "O", "O", "O", "O", "P", "O", "O", "O", "O"],
  "xyz": [[0.055, 0.082, 1.612], [-2.544, 2.263, -2.649], [-2.209, 2.142, -1.143], [-1.364, 1.122, -0.789], [-3.372, 1.583, -2.851], [-1.744, 2.139, -3.379], [-3.139, 3.173, -2.721], [-3.170, 2.078, -0.632], [-1.847, 3.092, -0.750], [0.242, -3.367, 1.251], [0.743, -2.560, 2.486], [-1.117, -3.776, 1.907], [1.350, -4.461, 1.116], [0.118, -2.325, 0.104], [3.694, -0.184, 1.174], [4.160, -1.551, 0.546], [2.796, -0.602, 2.422], [2.620, 0.581, 0.316], [4.731, 0.572, 1.979]]
}

=====

{
  "formula": "C9H11N2O2",
  "method": "ωB97M-V/def2-TZVPD",
  "molar_mass_g_mol": 179.199,
  "energy_ev": -16573.957,
  "total_charge": 1,
  "smiles": "C/C([NH3+])=C1/C=CC=C[C@@]12C(=O)N2O",
  "e_above_lowest_kj_mol": 545.5,
  "homo_ev": -11.586,
  "homo_lumo_gap_ev": 7.67,
  "elements": ["C", "C", "N", "C", "C", "C", "C", "C", "C", "C", "O", "N", "O", "H", "H", "H", "H", "H", "H", "H", "H", "H", "H", "H"],
  "xyz": [[0.365, 2.214, 0.298], [0.707, 0.679, 0.345], [2.115, 0.496, 0.727], [-0.156, -0.367, 0.112], [0.438, -1.772, 0.211], [-0.313, -2.847, 0.046], [-1.703, -2.715, -0.315], [-2.252, -1.505, -0.406], [-1.635, -0.294, -0.037], [-2.645, 0.715, 0.849], [-3.125, 0.737, 1.926], [-2.314, 0.905, -0.397], [-2.472, 1.714, -1.541], [-0.604, 2.385, -0.053], [1.043, 2.727, -0.405], [0.516, 2.767, 1.207], [2.443, -0.518, 0.543], [2.413, 0.714, 1.688], [2.522, 1.210, 0.153], [1.489, -1.915, 0.128], [0.182, -3.870, 0.138], [-2.422, -3.568, -0.446], [-3.332, -1.629, -0.364], [-3.185, 1.385, -2.002]]
}

=====

{
  "formula": "C24H23GdN3S4",
  "method": "ωB97M-V/def2-TZVPD",
  "molar_mass_g_mol": 638.987,
  "energy_ev": -93905.039,
  "total_charge": 1,
  "homo_ev": [-10.494, -10.613],
  "homo_lumo_gap_ev": [5.55, 7.84],
  "s2": 15.994,
  "spin_multiplicity": 8,
  "elements": ["Gd", "S", "C", "C", "C", "C", "C", "C", "S", "C", "C", "C", "C", "C", "C", "C", "S", "C", "C", "C", "C", "C", "C", "S", "N", "H", "H", "H", "H", "H", "H", "H", "H", "H", "H", "H", "H", "H", "H", "H", "C", "C", "C", "C", "N", "N", "C", "H", "H", "H", "H", "H", "H", "H", "H"],
  "xyz": [[-0.284, -0.389, 0.415], [-1.411, -2.783, 0.488], [-0.202, -3.850, 1.191], [-0.673, -5.051, 1.740], [0.182, -5.990, 2.281], [1.551, -5.755, 2.323], [2.041, -4.565, 1.823], [1.184, -3.626, 1.248], [1.987, -2.127, 0.677], [2.297, -2.543, -1.079], [1.149, -2.340, -2.027], [0.900, -3.284, -3.011], [-0.059, -3.011, -3.971], [-0.717, -1.794, -3.934], [-0.437, -0.909, -2.905], [-1.094, 0.439, -2.851], [-2.295, 0.596, -1.450], [-2.173, 2.350, -1.135], [-3.308, 3.107, -1.417], [-3.309, 4.473, -1.214], [-2.157, 5.088, -0.738], [-1.030, 4.339, -0.459], [-1.007, 2.950, -0.635], [0.484, 2.101, -0.222], [0.465, -1.193, -1.951], [-1.741, -5.222, 1.725], [-0.224, -6.911, 2.679], [2.223, -6.484, 2.754], [3.100, -4.340, 1.873], [2.637, -3.575, -1.092], [3.130, -1.901, -1.372], [1.449, -4.215, -3.026], [-0.274, -3.730, -4.749], [-1.441, -1.531, -4.693], [-1.648, 0.635, -3.765], [-0.346, 1.213, -2.688], [-4.190, 2.609, -1.799], [-4.195, 5.052, -1.433], [-2.137, 6.160, -0.585], [-0.128, 4.817, -0.098], [0.021, 3.263, 5.110], [-0.129, 1.924, 4.478], [-0.302, 0.668, 5.030], [-0.373, -0.221, 3.953], [-0.254, 0.451, 2.801], [-0.105, 1.748, 3.150], [-0.556, -1.701, 3.993], [0.069, 3.165, 6.191], [-0.822, 3.907, 4.860], [0.935, 3.750, 4.766], [-0.368, 0.426, 6.077], [0.071, 2.437, 2.433], [-0.603, -2.036, 5.027], [0.282, -2.212, 3.517], [-1.475, -2.002, 3.491]]
}